1.
A structure of composition C27H22NO2PdSSbSe, computed with wB97M-V/def2-TZVPD.

Each line ends with the Mulliken charge.
Geometry (Å):
Pd1 0.48063 -0.44294 0.50044  0.3159
C1 -3.21132 0.84926 -1.40152  -1.5083
C2 -2.23521 -0.14668 -0.82175  1.4147
O1 -1.04493 0.04273 -1.08000  -0.6614
C3 -2.74495 -1.26753 -0.02310  -0.0263
C4 -4.11888 -1.57051 -0.11928  -0.5454
C5 -4.68319 -2.66153 0.49068  -0.9267
C6 -3.86382 -3.50511 1.24679  -0.3331
C7 -2.52684 -3.24172 1.38518  -0.6970
C8 -1.91497 -2.11840 0.77452  0.8366
O2 -0.64123 -1.98107 0.99938  -0.5958
H1 -2.65170 1.72776 -1.71119  0.3762
H2 -3.97834 1.12420 -0.68057  0.4184
H3 -3.70496 0.42564 -2.27809  0.4050
H4 -4.75097 -0.92859 -0.71585  0.3186
H5 -5.73955 -2.86574 0.38476  0.3752
H6 -4.28655 -4.37607 1.73288  0.3813
H7 -1.88695 -3.88556 1.97366  0.3939
S1 0.44781 0.12505 2.75019  -0.3799
Sb1 2.70771 0.03898 3.23589  1.9351
C9 3.72152 1.88775 3.46672  0.4662
C10 3.95040 2.46185 4.71296  -0.3916
C11 4.55301 3.70627 4.80146  -0.6923
C12 4.92325 4.38539 3.64825  -0.4331
C13 4.68951 3.81770 2.40457  -0.8091
C14 4.09052 2.57074 2.31158  -0.3718
C15 2.82779 -1.15149 4.99218  0.5613
C16 2.14535 -2.36227 4.90998  -0.5989
C17 2.09906 -3.21278 6.00211  -0.7454
C18 2.72330 -2.85229 7.18922  -0.4487
C19 3.40158 -1.64640 7.27465  -0.6683
C20 3.45548 -0.79630 6.17844  -0.1348
C21 3.72745 -1.06783 1.75005  0.8862
C22 5.02456 -0.74060 1.38314  -0.6184
C23 5.67904 -1.50024 0.42452  -0.5756
C24 5.03981 -2.58634 -0.15527  -0.4856
C25 3.74298 -2.91323 0.21766  -0.7574
C26 3.08249 -2.15298 1.17050  -0.5256
H8 3.64095 1.96619 5.62541  0.2764
H9 4.72329 4.14846 5.77422  0.3954
H10 5.38378 5.36191 3.72080  0.3863
H11 4.95164 4.34110 1.49539  0.4169
H12 3.91106 2.14164 1.33608  0.4076
H13 1.62777 -2.63946 3.99722  0.2558
H14 1.56713 -4.15185 5.92793  0.3984
H15 2.67898 -3.51078 8.04662  0.3765
H16 3.89431 -1.36273 8.19530  0.3884
H17 4.01715 0.12610 6.26045  0.2680
H18 5.52653 0.11169 1.82720  0.4401
H19 6.68573 -1.23853 0.12669  0.3918
H20 5.55093 -3.17590 -0.90499  0.3863
H21 3.23990 -3.75458 -0.24057  0.4329
H22 2.05484 -2.38938 1.43279  0.1003
Se1 2.19064 3.60021 -1.22687  -0.2124
C27 1.89279 2.04919 -0.46346  0.1508
N1 1.79254 1.01914 0.09165  -0.4133

Calculated values
**Lowest unoccupied orbital energy**: -0.673 eV
**Energy relative to the best compared isomer or geometry (same formula, charge and spin)**: 1.219 eV
**E_HOMO**: -0.275 Eh



2.
A structure of composition C4H4KO5, computed with wB97M-V/def2-TZVPD.

Each line ends with the Mulliken charge.
Geometry (Å):
O1 -0.86436 -0.02214 1.21206  -0.7847
C1 0.32731 -0.18288 1.60782  0.6331
O2 0.66981 -0.89326 2.57832  -0.7362
K1 -1.84980 0.79235 -0.72342  0.8591
C2 -1.66534 -2.60035 -0.14579  0.7966
O3 -2.17649 -1.90073 -0.93281  -0.4757
O4 -1.42726 -3.40529 0.65381  -0.3203
O5 1.29278 0.76869 1.21792  -0.0916
C3 1.06151 1.73741 0.15226  -0.7278
H1 0.04384 2.15838 0.30853  0.0494
C4 1.12041 1.02643 -1.19311  -0.7120
H2 0.72596 1.69087 -1.98314  0.2809
H3 2.15438 0.78532 -1.48852  0.2078
H4 0.58724 0.04522 -1.26394  0.0215

Calculated values
**Net charge**: -1
**Lowest unoccupied orbital energy (spin up / spin down)**: 1.669 / 1.667 eV
**Energy relative to the best compared isomer or geometry (same formula, charge and spin)**: 1.462 eV
**E_HOMO (spin up / spin down)**: -0.049 / -0.049 Eh



3.
A cluster of 2 separate species, CHCl2O3S in total, computed with wB97M-V/def2-TZVPD.

Each line ends with the Mulliken charge.
Geometry (Å):
C1 -1.10581 0.36973 -1.28876  0.0199
O1 1.65541 -1.61923 2.35750  -0.4634
O2 2.19610 0.75895 1.86633  -0.4914
O3 0.65893 -0.60199 0.25773  -0.3557
S1 1.61695 -0.51767 1.36915  0.3653
Cl1 -1.90825 -0.54319 -2.50302  -0.1600
Cl2 -2.39113 0.95764 -0.19286  -0.1608
H1 -0.72220 1.19576 -1.86608  0.2461

Calculated values
**Multiplicity**: 3
**Net charge**: -1
**Lowest unoccupied orbital energy (spin up / spin down)**: 3.083 / 2.351 eV
**Expectation value of S²**: 2.007
**Energy relative to the best compared isomer or geometry (same formula, charge and spin)**: 0.000 eV
**E_HOMO (spin up / spin down)**: -0.081 / -0.201 Eh



4.
The molecule C6H10O, computed with wB97M-V/def2-TZVPD.

Each line ends with the Mulliken charge.
Geometry (Å):
C1 -1.01062 2.27284 0.66257  0.0595
C2 -0.73753 1.13989 0.35596  -1.0510
C3 -0.45154 -0.29012 0.08995  1.4979
C4 -1.54350 -0.88581 -0.80606  -1.6805
O1 -0.40994 -0.98487 1.33577  -0.5480
C5 0.93484 -0.49163 -0.53842  -0.7045
C6 2.05601 0.24701 0.18508  -1.1545
H1 -1.24337 3.27700 0.94320  0.4526
H2 -2.53554 -0.71646 -0.37416  0.3920
H3 -1.52547 -0.43375 -1.80298  0.3506
H4 -1.38002 -1.96464 -0.89774  0.3620
H5 -1.18087 -0.70686 1.84736  0.3814
H6 1.11649 -1.57375 -0.51595  0.3654
H7 0.89263 -0.19031 -1.59195  0.3214
H8 3.03364 -0.07349 -0.18917  0.3783
H9 2.01265 0.04634 1.25999  0.2779
H10 1.97214 1.32860 0.03654  0.2995

Calculated values
**Lowest unoccupied orbital energy**: 0.973 eV
**SMILES**: C#C[C@](C)(O)CC
**Energy relative to the best compared isomer or geometry (same formula, charge and spin)**: 1.420 eV
**E_HOMO**: -0.373 Eh